1.
C38H34BrCrN6O3Si as an isolated structure. Source: OMol25; level of theory: the ωB97M-V functional and the def2-TZVPD basis.

```
84
Properties=species:S:1:pos:R:3:lowdin_charge:R:1
Br 5.887 -0.748 1.005 0.766
Cr 0.473 0.248 -0.346 0.785
Si 1.180 -2.488 1.574 0.494
O 0.627 3.782 -2.360 0.058
O -1.206 1.007 0.608 -0.109
O -0.394 -3.066 -2.163 0.076
N 0.500 -0.902 1.308 -0.128
N 1.431 1.841 0.499 0.040
N 2.305 -0.309 -0.961 -0.011
N -2.408 -1.478 0.282 0.150
N 0.365 1.538 -1.821 0.012
N -0.561 -0.838 -1.645 0.018
C -0.279 -0.367 2.286 -0.332
C 1.999 -3.216 0.015 -0.142
C -2.832 1.950 -0.850 0.019
C -3.472 -1.713 1.027 -0.109
C -2.114 1.138 2.870 -0.028
C 3.287 -0.437 -0.055 -0.205
C 2.664 -0.437 -2.248 -0.061
C 2.562 -2.518 2.930 -0.171
C 4.609 -0.636 -0.393 -0.647
C -1.211 0.646 1.945 -0.208
C -1.129 -0.233 4.565 -0.090
C -1.976 -2.446 -0.520 -0.198
C 0.752 2.807 -1.623 -0.445
C -3.559 3.040 -1.288 -0.057
C 2.986 4.072 1.134 -0.031
C -4.172 -2.913 1.020 -0.046
C -0.877 -2.161 -1.497 -0.443
C -0.232 1.719 -4.226 -0.012
C -3.410 4.275 -0.678 -0.079
C -1.275 -0.210 -5.216 -0.099
C -1.218 -0.879 -4.011 -0.018
C -3.734 -3.918 0.171 -0.057
C -2.513 4.425 0.367 -0.065
C 2.918 2.979 1.987 -0.027
C 2.211 4.052 -0.013 0.027
C -0.636 -0.276 -2.889 -0.246
C -1.775 3.345 0.811 -0.023
C -0.170 1.062 -2.999 -0.227
C -0.194 -3.687 2.141 -0.140
C 4.988 -0.745 -1.723 -0.076
C -0.766 1.077 -5.330 -0.102
C 2.112 1.907 1.644 -0.096
C -0.249 -0.746 3.638 -0.053
C -2.621 -3.684 -0.614 -0.008
C -1.945 2.101 0.208 -0.260
C -2.089 0.690 4.184 -0.091
C 3.964 -0.647 -2.660 -0.016
C 1.466 2.917 -0.309 -0.148
H -1.075 -0.569 5.590 0.102
H 1.997 1.062 2.311 0.115
H -1.068 3.453 1.623 0.128
H 2.303 -3.239 3.703 0.024
H -5.043 -3.045 1.644 0.103
H -0.832 -3.234 2.894 0.024
H -4.255 2.923 -2.103 0.108
H -1.729 -0.691 -6.073 0.098
H 1.585 -2.823 -0.904 0.002
H 0.124 2.735 -4.296 0.099
H 3.619 4.916 1.363 0.112
H -0.801 1.580 -6.285 0.094
H -0.819 -3.985 1.306 0.010
H 3.483 2.957 2.906 0.112
H 1.871 -0.363 -2.978 0.120
H 6.015 -0.900 -2.012 0.110
H 4.170 -0.750 -3.712 0.117
H -2.237 -4.426 -1.297 0.119
H 1.839 -4.288 -0.005 0.041
H -3.784 -0.899 1.669 0.108
H 2.178 4.881 -0.702 0.123
H -1.619 -1.878 -3.931 0.107
H 2.723 -1.562 3.421 0.017
H 3.515 -2.834 2.513 0.009
H -4.251 -4.866 0.128 0.107
H 3.070 -3.062 -0.017 0.020
H 0.247 -4.585 2.563 0.030
H 0.484 -1.468 3.952 0.080
H -2.813 1.067 4.891 0.098
H -2.845 1.877 2.572 0.118
H -3.991 5.117 -1.021 0.102
H -2.939 0.979 -1.312 0.122
H -2.394 5.388 0.840 0.106
H 3.003 -0.389 0.982 0.072
```

Values from the calculation:
* multiplicity: 2
* relative energy (zero: lowest compared OMol25 entry of this formula, charge and spin): 15.6 kcal per mole
* HOMO energy (alpha / beta): -6.84 / -7.09 eV

2.
C41H46ClN4O3P2S2Zr as an isolated structure. Source: OMol25; level of theory: the ωB97M-V functional and the def2-TZVPD basis.

```
100
Properties=species:S:1:pos:R:3:lowdin_charge:R:1
Zr -1.129 0.203 -0.461 1.506
Cl -5.022 -2.516 -6.205 0.702
S 1.506 3.446 2.010 0.918
S -0.546 2.751 -0.088 0.599
P 0.188 -2.334 -0.131 1.004
P 1.912 0.415 -1.008 0.997
O -2.558 -1.570 -0.490 -0.175
O -1.149 -0.289 -2.427 -0.281
O -2.995 0.946 -0.314 -0.292
N -1.183 0.628 1.748 -0.139
N -0.039 1.346 2.174 -0.057
N 2.270 -3.657 -1.182 0.134
N 3.810 -1.407 -1.724 0.134
C 0.735 6.237 4.397 -0.043
C 3.512 -3.790 -1.696 -0.196
C 2.578 -1.290 -1.292 -0.383
C -2.028 -0.805 -3.268 -0.298
C 1.041 -4.340 1.688 -0.079
C -2.816 -1.105 -5.525 -0.057
C -3.889 -1.874 -5.069 -0.660
C 4.306 -2.645 -1.938 -0.192
C -5.194 0.238 0.153 -0.010
C 0.169 5.155 3.733 -0.301
C -0.677 -3.721 -0.940 -0.219
C 2.525 2.924 -2.037 -0.103
C 0.227 2.356 1.410 -1.107
C -1.062 5.320 3.103 -0.058
C -4.506 -0.208 2.802 -0.027
C -0.873 -2.878 2.327 -0.087
C 1.296 1.346 -3.535 -0.116
C -3.114 -1.589 -2.808 -0.122
C 2.409 1.462 -2.493 -0.697
C -6.116 -0.289 1.035 -0.058
C 0.078 7.459 4.444 -0.074
C 4.037 -5.079 -1.958 -0.004
C 5.628 -2.800 -2.419 -0.001
C -4.036 -2.123 -3.728 -0.037
C -2.251 0.790 2.453 -0.247
C -2.254 1.590 3.715 0.022
C -3.889 0.512 0.573 -0.338
C -3.542 0.315 1.930 -0.114
C -1.152 7.609 3.824 -0.082
C -3.279 -1.937 -1.426 -0.154
C 0.887 3.841 3.684 -0.394
C -1.894 -0.582 -4.644 0.024
C 3.742 1.087 -3.147 -0.098
C 1.456 -1.943 2.276 -0.091
C 0.484 -2.917 1.612 -0.705
C 6.112 -4.052 -2.658 -0.053
C -5.770 -0.538 2.360 -0.072
C -1.719 6.537 3.149 -0.072
C 3.092 0.877 0.308 -0.243
C 5.310 -5.199 -2.429 -0.054
C 1.818 -2.445 -0.964 -0.386
H -6.492 -0.961 3.044 0.108
H 1.211 -4.588 2.738 0.094
H -4.109 -2.616 -1.190 0.156
H 2.446 -1.992 1.816 0.081
H 3.408 -5.938 -1.766 0.118
H -2.675 6.652 2.654 0.107
H 1.618 3.293 -1.564 0.021
H 4.096 0.582 -0.003 0.055
H -4.247 -0.373 3.840 0.117
H 0.339 -5.072 1.288 0.081
H 1.153 0.311 -3.856 0.074
H -0.970 -3.429 -1.949 0.051
H -1.066 0.015 -4.998 0.118
H -7.118 -0.509 0.691 0.113
H 3.712 0.113 -3.627 0.070
H 1.695 6.123 4.885 0.113
H 1.571 1.937 -4.411 0.095
H 2.830 0.369 1.234 0.030
H -1.561 -4.003 -0.372 0.049
H 1.753 3.846 4.345 0.080
H 7.119 -4.182 -3.030 0.112
H -5.454 0.448 -0.877 0.125
H -1.666 8.561 3.859 0.105
H 4.570 1.094 -2.441 0.077
H 1.571 -2.215 3.328 0.097
H -1.371 1.380 4.316 0.092
H -2.224 2.651 3.445 0.090
H 0.530 8.293 4.964 0.107
H -1.497 4.501 2.538 0.088
H 1.986 -4.446 1.158 0.070
H -3.160 1.425 4.287 0.083
H -2.714 -0.922 -6.587 0.119
H -1.576 -3.595 1.902 0.081
H 0.345 1.722 -3.157 0.061
H 3.364 3.070 -1.356 0.080
H -0.724 -3.145 3.375 0.097
H -4.860 -2.729 -3.375 0.123
H 3.948 1.837 -3.915 0.090
H 0.003 -4.568 -1.005 0.045
H 6.219 -1.911 -2.591 0.120
H 0.260 3.001 3.978 0.056
H 1.098 -0.911 2.243 0.046
H -1.330 -1.888 2.295 0.051
H 3.076 1.945 0.497 -0.015
H 2.721 3.535 -2.920 0.094
H 5.723 -6.178 -2.631 0.112
```

Values from the calculation:
* net charge: +1
* multiplicity: 1
* relative energy (zero: lowest compared OMol25 entry of this formula, charge and spin): 17.9 kcal per mole
* HOMO energy: -10.71 eV

3.
A 2-piece molecular cluster, C2H11N3 overall. Source: OMol25; level of theory: the ωB97M-V functional and the def2-TZVPD basis.

```
16
Properties=species:S:1:pos:R:3:lowdin_charge:R:1
N 2.643 2.209 0.736 -0.074
N -2.950 -2.029 -0.561 -0.015
N -1.093 -1.476 0.834 -0.010
C 2.264 2.604 -0.625 -0.201
C -1.738 -2.494 0.036 -0.389
H -2.020 -3.352 0.645 0.099
H -0.168 -1.148 0.645 0.048
H 3.069 2.603 -1.359 0.061
H -1.016 -2.752 -0.739 0.098
H -1.705 -0.890 1.372 0.056
H 3.555 1.771 0.734 0.050
H 2.657 3.003 1.352 0.044
H 1.821 3.602 -0.632 0.065
H -2.942 -1.151 -1.048 0.060
H 1.472 1.941 -0.986 0.055
H -3.847 -2.439 -0.404 0.052
```

Values from the calculation:
* SMILES string: NCN.CN
* multiplicity: 1
* relative energy (zero: lowest compared OMol25 entry of this formula, charge and spin): 16.7 kcal per mole
* HOMO energy: -8.21 eV

Quick rundown of total energy, same order as above: -161385.746; -109417.360; -6721.858 eV